Molecular formula: C25H28Cl2F4N6OPRu
Method: DFT, ωB97M-V/def2-TZVPD

Properties
**HOMO (spin up / spin down)**: -10.51 / -14.01 eV
**DFT total energy**: -85132.5359 eV
**Relative energy (zero: lowest compared OMol25 entry of this formula, charge and spin)**: 6.1 kcal/mol
**Orbital gap (spin up / spin down)**: 5.2 / 6.3 eV

```
! wB97M-V def2-TZVPD RIJCOSX def2/J DEFGRID3
* xyz 2 6
Ru -0.65418 -0.15266 -0.45550
C -3.35843 -0.59904 0.42493
N -2.69949 0.02808 -0.79705
C -3.34017 1.33538 -1.02210
C -3.05947 -0.91340 -2.01423
C -2.40070 -2.21407 -1.74427
N -1.08052 -2.03523 -1.11296
C -0.44164 -3.20754 -0.87764
C 0.20898 -4.02104 -1.84808
F 0.13357 -3.68771 -3.15003
C 0.99837 -5.09567 -1.45260
F 1.80398 -5.63556 -2.36466
C 1.04802 -5.54450 -0.13032
C 0.44057 -4.71884 0.85294
F 0.83640 -4.81247 2.14384
C -0.33028 -3.67866 0.45152
F -0.99066 -2.89856 1.37417
H -4.43741 -0.73823 0.20789
H -3.20779 0.02336 1.33741
H -2.96782 -1.55489 0.61587
H -4.33950 1.17377 -1.44928
H -2.74494 1.91096 -1.70988
H -3.40975 1.80705 -0.03691
H -2.69564 -0.36723 -2.94246
H -4.12623 -1.03704 -2.10501
H -2.39104 -2.85935 -2.68415
H -3.03541 -2.77983 -1.05040
H 1.41818 -6.47417 0.23473
Cl 3.73232 -2.61430 -0.68958
C 2.87874 -2.14849 0.73487
C 3.22876 -2.66480 1.99883
C 2.63564 -2.22314 3.18791
Cl 3.15470 -3.03700 4.57220
C 1.64931 -1.18812 3.16679
C 0.95020 -0.66927 4.25136
C -0.23830 0.05140 4.03676
C -0.72300 0.13620 2.76377
N -0.02949 -0.22670 1.65198
C 1.19823 -0.85446 1.86298
C 1.77132 -1.28161 0.60169
O 1.23512 -0.99461 -0.53886
H 4.04675 -3.39879 2.07356
H 1.36198 -0.81040 5.27407
H -0.82340 0.46624 4.85051
H -1.62464 0.66194 2.56622
C 2.35703 3.58972 -1.56386
N 2.04208 3.74518 -0.13679
C 0.97174 4.79127 0.01094
N -0.22565 4.54722 -0.80656
C 0.12114 4.30582 -2.17064
N 1.20205 3.30589 -2.36699
C 0.71179 1.97138 -2.16348
P 0.02539 1.88271 -0.40808
C 1.58044 2.39454 0.48979
C -1.02463 3.45554 -0.26017
H 3.13650 2.86029 -1.77760
H 2.71951 4.58306 -1.95670
H 2.84644 4.08203 0.52167
H 1.39068 5.66910 -0.54808
H 0.76116 5.00267 1.04848
H 0.47944 5.23085 -2.59141
H -0.68573 3.99332 -2.83518
H 1.51332 1.18844 -2.33481
H -0.01197 1.67367 -2.91320
H 2.32510 1.63596 0.25572
H 1.47471 2.51165 1.55535
H -1.35834 3.74073 0.76896
H -1.93349 3.38193 -0.87822
*
```

***

Molecular formula: CO
Method: DFT, ωB97M-V/def2-TZVPD

Properties
**HOMO**: -13.21 eV
**DFT total energy**: -3084.0761 eV
**Relative energy (zero: lowest compared OMol25 entry of this formula, charge and spin)**: 0.9 kcal/mol
**Orbital gap**: 14.6 eV

```
! wB97M-V def2-TZVPD RIJCOSX def2/J DEFGRID3
* xyz 0 1
C 0.00000 0.00000 -0.55030
O 0.00000 0.00000 0.55030
*
```

***

Molecular formula: C22H18BrN5O8Pd
Method: DFT, ωB97M-V/def2-TZVPD

Properties
**HOMO (spin up / spin down)**: -7.97 / -8.96 eV
**DFT total energy**: -120452.4946 eV
**Relative energy (zero: lowest compared OMol25 entry of this formula, charge and spin)**: 0.0 kcal/mol
**Orbital gap (spin up / spin down)**: 6.0 / 5.6 eV

```
! wB97M-V def2-TZVPD RIJCOSX def2/J DEFGRID3
* xyz 0 5
Pd 9.27427 8.28712 10.24613
O 4.34423 8.37809 13.08673
C 4.41668 7.82796 12.06994
O 4.59142 7.30814 11.02821
C 11.55956 6.15942 9.85558
C 12.10588 7.51136 9.89181
C 13.37890 7.55440 8.98774
C 12.66203 7.58796 7.62535
C 11.20376 7.39756 7.88715
O 11.15845 8.28729 9.07941
C 10.88510 6.02530 8.50129
C 9.31184 5.77236 8.57761
O 8.88429 4.67941 8.26648
O 8.55104 6.69505 9.07003
H 11.70988 5.31173 10.57092
H 12.16258 8.09000 10.80738
H 13.99026 8.40848 9.14523
H 13.94589 6.59476 9.08169
H 12.79410 8.53340 7.06083
H 13.02428 6.76084 7.03883
H 10.52654 7.70018 7.08231
H 11.34368 5.27438 7.90509
C 6.10257 11.32570 6.86413
N 7.05574 10.97906 7.90496
C 7.82656 11.89807 8.58360
C 8.59752 11.16937 9.36643
N 8.34107 9.80721 9.23711
C 7.40467 9.75701 8.27790
H 6.63060 11.57633 5.95436
H 5.35769 12.10747 7.17973
H 5.47891 10.43409 6.77270
H 7.90493 12.94037 8.39679
H 9.30897 11.53003 10.09417
H 6.92970 8.84278 7.90015
O 13.51519 12.31382 5.26002
N 12.52062 11.64518 5.05325
C 11.56844 11.39323 5.93203
C 11.54722 12.14030 7.12249
N 11.58517 12.69165 8.12234
C 10.44831 10.64162 5.45392
N 9.43896 10.23256 5.04759
Br 9.02537 14.32427 14.77711
C 8.20720 12.63156 14.56354
C 7.03485 12.35048 15.20492
C 6.36937 11.15473 14.86890
C 6.92414 10.24864 13.96726
C 8.16647 10.58178 13.35097
C 8.79896 11.78872 13.63955
C 8.79487 9.57257 12.47526
O 8.15255 8.52869 12.22378
O 9.88810 9.83260 11.89058
H 6.65636 13.09032 16.00281
H 5.46062 10.96926 15.31688
H 6.44967 9.34114 13.70410
H 9.65725 12.11479 13.08554
*
```

***

- Which value of DFT total energy does entry 1 give?
  -85132.5359 eV

***

Copy entry 3 word for word.
Molecular formula: C22H18BrN5O8Pd
Method: DFT, ωB97M-V/def2-TZVPD

Properties
**HOMO (spin up / spin down)**: -7.97 / -8.96 eV
**DFT total energy**: -120452.4946 eV
**Relative energy (zero: lowest compared OMol25 entry of this formula, charge and spin)**: 0.0 kcal/mol
**Orbital gap (spin up / spin down)**: 6.0 / 5.6 eV

```
! wB97M-V def2-TZVPD RIJCOSX def2/J DEFGRID3
* xyz 0 5
Pd 9.27427 8.28712 10.24613
O 4.34423 8.37809 13.08673
C 4.41668 7.82796 12.06994
O 4.59142 7.30814 11.02821
C 11.55956 6.15942 9.85558
C 12.10588 7.51136 9.89181
C 13.37890 7.55440 8.98774
C 12.66203 7.58796 7.62535
C 11.20376 7.39756 7.88715
O 11.15845 8.28729 9.07941
C 10.88510 6.02530 8.50129
C 9.31184 5.77236 8.57761
O 8.88429 4.67941 8.26648
O 8.55104 6.69505 9.07003
H 11.70988 5.31173 10.57092
H 12.16258 8.09000 10.80738
H 13.99026 8.40848 9.14523
H 13.94589 6.59476 9.08169
H 12.79410 8.53340 7.06083
H 13.02428 6.76084 7.03883
H 10.52654 7.70018 7.08231
H 11.34368 5.27438 7.90509
C 6.10257 11.32570 6.86413
N 7.05574 10.97906 7.90496
C 7.82656 11.89807 8.58360
C 8.59752 11.16937 9.36643
N 8.34107 9.80721 9.23711
C 7.40467 9.75701 8.27790
H 6.63060 11.57633 5.95436
H 5.35769 12.10747 7.17973
H 5.47891 10.43409 6.77270
H 7.90493 12.94037 8.39679
H 9.30897 11.53003 10.09417
H 6.92970 8.84278 7.90015
O 13.51519 12.31382 5.26002
N 12.52062 11.64518 5.05325
C 11.56844 11.39323 5.93203
C 11.54722 12.14030 7.12249
N 11.58517 12.69165 8.12234
C 10.44831 10.64162 5.45392
N 9.43896 10.23256 5.04759
Br 9.02537 14.32427 14.77711
C 8.20720 12.63156 14.56354
C 7.03485 12.35048 15.20492
C 6.36937 11.15473 14.86890
C 6.92414 10.24864 13.96726
C 8.16647 10.58178 13.35097
C 8.79896 11.78872 13.63955
C 8.79487 9.57257 12.47526
O 8.15255 8.52869 12.22378
O 9.88810 9.83260 11.89058
H 6.65636 13.09032 16.00281
H 5.46062 10.96926 15.31688
H 6.44967 9.34114 13.70410
H 9.65725 12.11479 13.08554
*
```